--- one ---
This record from the OMol25 dataset describes a 4-piece molecular cluster, C2H13NO3S overall. The level of theory is ωB97M-V/def2-TZVPD.

```
20
C2H13NO3S, DFT ωB97M-V/def2-TZVPD
S -1.009 2.673 2.767
H -1.585 1.988 3.790
H -1.391 -1.083 -4.213
N -0.376 -1.177 1.390
H 3.199 2.800 -5.474
C -0.176 1.043 2.135
H 0.546 1.296 1.339
O 2.220 2.640 -5.283
H 0.354 0.746 2.983
H 1.736 -2.617 0.974
H -2.594 -0.360 -3.464
H -0.852 -1.798 0.601
H 2.307 2.934 -4.341
H 2.792 -3.122 1.866
H -0.445 -1.850 2.195
H -2.025 -0.202 2.531
H -1.802 0.520 0.831
C -1.189 0.104 1.724
O -1.966 -1.130 -3.469
O 2.256 -3.406 1.120
```

Values from the calculation:
multiplicity: 1
SMILES: NCCS.O.O.O
LUMO: 0.549 eV
highest occupied orbital energy: -9.247 eV
Kohn-Sham gap: 9.795 eV

--- two ---
This record from the OMol25 dataset describes a 4-piece molecular cluster, C2H13NO3S overall. The level of theory is ωB97M-V/def2-TZVPD.

```
20
C2H13NO3S, DFT ωB97M-V/def2-TZVPD
H 2.427 -0.214 0.715
O -4.030 -0.280 0.115
O -1.327 2.513 0.017
H -1.333 2.167 -0.883
S -0.339 -1.189 -0.825
N 1.667 1.036 2.117
H 0.750 1.288 2.458
H 1.655 1.203 -0.043
O 2.037 -2.936 -3.254
H -0.526 0.371 1.040
H 2.139 1.932 1.992
C 0.252 -0.289 0.651
H -1.755 3.374 -0.085
C 1.562 0.449 0.744
H 1.213 -2.613 -2.856
H 2.698 -2.858 -2.580
H -3.643 0.511 -0.300
H -0.208 -2.445 -0.341
H -3.480 -0.999 -0.149
H 0.241 -1.022 1.466
```

Values from the calculation:
multiplicity: 1
SMILES: NCCS.O.O.O
LUMO: 0.194 eV
highest occupied orbital energy: -9.742 eV
Kohn-Sham gap: 9.936 eV

--- three ---
This record from the OMol25 dataset describes a 4-piece molecular cluster, C2H13NO3S overall. The level of theory is ωB97M-V/def2-TZVPD.

```
20
C2H13NO3S, DFT ωB97M-V/def2-TZVPD
H 2.654 0.186 -3.729
C -1.078 0.366 -0.047
C -1.512 -1.081 -0.158
S 0.547 0.667 -0.814
H -1.089 0.742 0.974
H -0.025 -3.811 5.491
H -1.380 -1.413 -1.191
H -1.245 -3.012 5.046
H 1.159 4.792 -0.985
H 2.723 4.906 -0.573
H -2.590 -1.140 0.009
O 1.831 5.316 -0.535
N -0.894 -1.930 0.888
H 0.212 1.696 -1.580
O -0.368 -2.941 5.397
O 2.329 0.148 -4.628
H -1.830 0.974 -0.553
H -0.921 -2.836 0.415
H 1.377 0.159 -4.499
H 0.102 -1.789 1.072
```

Values from the calculation:
multiplicity: 1
SMILES: NCCS.O.O.O
LUMO: 0.331 eV
highest occupied orbital energy: -9.513 eV
Kohn-Sham gap: 9.845 eV

The structure with the least stability is one.

--- one ---
This record from the OMol25 dataset describes one molecule with the formula C6H9N3. The level of theory is ωB97M-V/def2-TZVPD.

```
18
C6H9N3, DFT ωB97M-V/def2-TZVPD
H -1.830 -0.815 1.238
N 0.189 -1.028 1.781
H -0.718 1.831 -0.454
C 0.191 1.275 -0.730
C -0.027 0.368 1.525
N 1.324 2.056 -0.145
C -0.842 -0.695 0.821
H -0.320 1.119 2.326
H -1.659 -1.577 -0.963
H 2.248 1.865 -0.569
H -0.236 -1.334 2.674
H -0.684 0.213 -2.554
N 0.459 -1.237 -1.357
H 0.356 -1.918 -2.144
C -0.781 -1.026 -0.631
C 0.921 0.835 0.480
C -0.222 0.031 -1.571
H 1.631 0.037 0.272
```

Values from the calculation:
multiplicity: 1
LUMO: 0.950 eV
highest occupied orbital energy: -8.800 eV
Kohn-Sham gap: 9.749 eV

--- two ---
This record from the OMol25 dataset describes one molecule with the formula C6H9N3. The level of theory is ωB97M-V/def2-TZVPD.

```
18
C6H9N3, DFT ωB97M-V/def2-TZVPD
H -1.897 -1.355 -2.196
C 1.206 1.843 0.335
C -1.297 -1.102 1.608
C 1.781 -0.519 -0.420
H -0.733 -0.937 2.526
C -1.153 -0.446 -0.671
C -0.403 0.646 -1.493
H 2.059 1.804 1.016
C 0.942 0.491 -0.224
H 0.335 2.206 0.880
H 1.444 -1.473 -0.807
H 1.414 2.548 -0.474
N -0.847 -0.166 0.595
H 2.836 -0.389 -0.206
H -1.210 -2.148 1.296
N -1.637 -1.487 -1.221
N -0.487 1.411 -2.384
H -2.354 -0.926 1.840
```

Values from the calculation:
multiplicity: 1
LUMO (spin up / spin down): -1.736 / -1.549 eV
highest occupied orbital energy (spin up / spin down): -8.883 / -8.923 eV
Kohn-Sham gap (spin up / spin down): 7.147 / 7.373 eV

The structure with the least stability is two.

--- one ---
This record from the OMol25 dataset describes one molecule with the formula C6H9N3. The level of theory is ωB97M-V/def2-TZVPD.

```
18
C6H9N3, DFT ωB97M-V/def2-TZVPD
C 1.316 0.013 -0.754
H -0.688 0.598 2.076
H -1.645 0.885 -0.568
N 3.337 -1.586 -0.183
H -2.889 -2.105 -0.085
H 2.196 1.939 -0.046
C -2.565 -1.007 -0.286
C -0.011 -0.004 1.437
H 0.977 -0.123 -1.714
C 1.277 1.436 -0.478
C 2.308 -0.871 -0.271
H -3.235 -0.204 0.046
H 0.783 2.043 -1.327
H 0.963 0.060 2.247
N -0.784 0.365 -0.677
C 0.380 0.582 0.187
N -1.325 -0.894 -0.788
H -0.394 -1.127 1.184
```

Values from the calculation:
multiplicity: 1
SMILES: C=NN[C@]1(C)C[C@H]1C#N
LUMO: 0.582 eV
highest occupied orbital energy: -8.961 eV
Kohn-Sham gap: 9.544 eV

--- two ---
This record from the OMol25 dataset describes a 2-piece molecular cluster, C6H9N3 overall. The level of theory is ωB97M-V/def2-TZVPD.

```
18
C6H9N3, DFT ωB97M-V/def2-TZVPD
H -1.915 -1.420 -0.253
N -0.065 -0.942 -1.164
N 0.505 4.273 1.179
H 1.799 -1.425 -2.044
C -0.617 1.469 2.922
C -0.066 0.361 -1.181
H 1.454 1.437 2.361
C -1.330 -1.679 -1.148
C 1.200 -1.678 -1.158
H 0.890 0.889 -1.206
H -1.934 -1.429 -2.032
H -1.025 0.884 -1.196
N -1.544 0.933 3.408
C 0.470 3.239 1.738
C 0.518 1.998 2.340
H 0.962 -2.743 -1.157
H 1.790 -1.422 -0.266
H -1.092 -2.744 -1.145
```

Values from the calculation:
multiplicity: 1
LUMO: -2.142 eV
highest occupied orbital energy: -6.232 eV
Kohn-Sham gap: 4.091 eV

The structure with the least stability is one.

--- one ---
This record from the OMol25 dataset describes C8H32N17NiO11 as an isolated structure. The level of theory is ωB97M-V/def2-TZVPD.

```
69
C8H32N17NiO11, DFT ωB97M-V/def2-TZVPD
C -3.797 1.582 -1.490
Ni -1.720 -0.386 -2.691
H 0.557 1.919 1.906
H 1.870 -1.090 1.102
O -0.771 1.548 0.414
O 1.479 -3.862 0.117
N 0.502 -2.492 1.603
H 4.187 4.868 0.412
N -2.239 0.256 2.620
N 2.941 3.119 1.110
N -3.766 1.717 1.948
H -4.983 -3.152 -0.228
N 0.649 1.214 4.759
O -4.088 0.321 3.733
H -4.912 -2.081 -1.644
N 0.087 -3.438 -4.365
H 0.292 2.558 3.435
H -4.032 3.235 -0.293
C 4.325 -0.650 -2.342
N -3.475 2.814 -1.022
H 2.669 4.082 1.246
H -2.035 -0.557 3.182
O 1.320 -0.259 3.203
H 2.377 2.287 1.216
H 4.564 0.080 -4.092
H 0.714 -1.726 2.225
O -2.706 -1.376 -1.167
C -3.312 -2.167 -0.488
H 3.179 0.850 -2.874
C 1.364 -2.797 0.663
H -2.987 1.940 1.344
C 4.262 3.154 1.181
H -1.407 0.686 2.241
N -2.998 -2.640 0.637
N 2.180 -1.851 0.515
H -0.881 -3.720 -4.421
O 1.185 0.918 -0.059
H -5.000 1.507 -0.018
N 4.825 4.277 0.925
N -4.973 1.193 -0.977
H -3.369 -3.520 0.967
H 2.817 -1.727 -0.259
H 2.145 -3.524 -3.618
H -4.708 2.042 1.788
O -0.203 -1.694 -2.989
H 2.793 0.165 -1.308
C -3.378 0.826 2.847
H 0.285 2.143 4.917
N -4.472 -2.574 -0.880
C 0.891 0.793 3.575
H -5.382 0.320 -1.279
N 3.323 0.143 -2.167
H -2.602 3.285 -1.213
H -0.155 -3.210 1.875
N 0.731 1.825 2.897
H 0.702 0.686 5.618
O 4.861 2.147 1.305
N 0.026 1.048 -0.362
H 5.832 4.204 0.909
N 4.757 -0.761 -3.568
C 0.438 -2.661 -3.423
H 2.276 -1.876 -3.191
N 1.698 -2.620 -3.553
O -3.144 1.038 -2.281
H 0.686 -4.162 -4.734
H -2.169 -2.177 0.982
H 5.647 -1.231 -3.653
O -0.486 0.538 -1.351
O 4.716 -1.345 -1.418
```

Values from the calculation:
multiplicity: 3
expectation value of S²: 2.003
LUMO (spin up / spin down): -3.653 / -5.156 eV
highest occupied orbital energy (spin up / spin down): -10.884 / -10.884 eV
total charge: +1
Kohn-Sham gap (spin up / spin down): 7.231 / 5.729 eV

--- two ---
This record from the OMol25 dataset describes C8H32N17NiO11 as an isolated structure. The level of theory is ωB97M-V/def2-TZVPD.

```
69
C8H32N17NiO11, DFT ωB97M-V/def2-TZVPD
H -0.733 -4.071 2.386
H -4.647 -1.740 -3.565
O -0.947 5.443 -1.852
O 0.835 -0.041 -0.790
H 1.139 -1.536 3.609
O 3.111 0.339 -4.015
N 2.799 -2.558 -0.804
H 2.185 -1.776 -0.984
N -4.743 -0.570 2.922
H 0.436 -3.927 1.198
H 1.744 4.640 4.096
N 2.006 -1.930 3.275
O 1.532 2.247 3.238
H -2.319 0.555 -1.475
C 2.041 0.442 -4.600
C 3.448 -3.009 -1.873
N 3.663 -1.975 2.005
H -3.431 1.175 -2.600
O 2.611 -0.051 1.949
H 2.187 -2.911 3.438
O -2.554 -2.802 1.291
C -0.860 4.311 -1.408
H -2.750 0.311 0.759
N -1.833 3.902 -0.670
N 0.182 3.541 -1.382
H 0.926 1.033 5.277
N -3.488 -0.160 1.262
O 4.451 -3.764 -2.029
N 1.074 2.019 5.435
C 2.698 -1.267 2.361
O 0.606 1.539 0.568
H 2.565 1.324 -6.158
H -4.551 0.002 -3.804
H 0.059 2.548 -1.245
H 0.019 0.238 -4.425
H 0.966 0.030 -3.013
C 1.435 2.652 4.382
N 0.119 0.771 -0.178
H 4.363 -1.598 1.382
H -1.360 -1.807 -0.805
H -5.038 -0.407 3.875
O -2.775 -1.893 -2.078
N 1.494 3.919 4.757
H 2.098 -1.965 -2.917
N 0.937 0.126 -4.018
O -1.021 0.912 -0.436
H 1.025 3.906 -1.803
H 1.094 2.546 6.297
Ni 2.441 1.888 1.433
H 1.658 4.038 5.747
C -3.344 -0.888 -2.431
H 0.938 0.603 -6.225
N -3.026 0.357 -2.169
H 3.388 -2.529 0.016
H 3.970 -2.820 2.466
C -3.972 0.336 2.365
N -4.374 -0.822 -3.247
H -3.475 -1.155 1.087
N -0.432 -3.565 1.565
H 3.607 -2.434 -3.705
H -4.930 -1.405 2.386
C -1.364 -2.883 0.956
N 1.845 0.715 -5.795
H -1.634 3.064 -0.143
H 0.131 -2.404 -0.235
H -2.565 4.598 -0.624
N -0.875 -2.398 -0.146
O -3.761 1.453 2.781
N 2.977 -2.462 -2.916
```

Values from the calculation:
multiplicity: 3
expectation value of S²: 2.003
LUMO (spin up / spin down): -5.818 / -6.810 eV
highest occupied orbital energy (spin up / spin down): -11.034 / -11.034 eV
total charge: +1
Kohn-Sham gap (spin up / spin down): 5.216 / 4.224 eV

The structure with the least stability is two.